(1)
Molecular formula: C43H59Br2CsGeN3O7S2Si
Method: DFT, the ωB97M-V functional and the def2-TZVPD basis

XYZ file:
```
119
Properties=species:S:1:pos:R:3
Cs 2.48882 0.84986 0.29624
Br -0.19392 3.14677 3.36876
C 1.43876 3.99573 2.97007
Br 2.98698 3.07914 3.71841
H 1.42873 4.97479 3.43705
H 1.56594 4.06566 1.86438
C -0.66721 1.96581 -2.11628
C -1.03436 3.16483 -1.22854
C -1.83535 2.62410 -0.05648
C -1.92603 4.19196 -1.92527
O 0.16611 3.73633 -0.59757
Si 1.47437 4.59491 -1.30492
S 3.16242 4.46991 -0.17130
O 1.51617 3.88862 -2.82812
C 2.24109 4.24162 -3.99499
C 2.65748 2.92008 -4.60439
C 3.48850 5.08919 -3.65802
C 1.28060 5.03171 -4.85759
O 0.90610 6.12619 -1.75251
C 0.68525 7.27547 -1.00940
C 1.97165 8.04691 -0.92090
C -0.37904 8.11860 -1.76412
C 0.15773 6.96571 0.37686
H -1.58489 1.41424 -2.38340
H 0.05556 1.31606 -1.60967
H -0.23554 2.36396 -3.05310
H -2.74185 2.10679 -0.40504
H -2.14060 3.45272 0.57290
H -1.25685 1.98003 0.55211
H -2.89558 3.72336 -2.06640
H -1.49706 4.48840 -2.90022
H -2.06823 5.07154 -1.27543
H 3.42564 2.44915 -3.96784
H 3.09010 3.00850 -5.61995
H 1.78981 2.25091 -4.66232
H 4.09744 4.63651 -2.88344
H 3.11881 6.11410 -3.38119
H 4.14002 5.11825 -4.58073
H 0.40181 4.41125 -5.08647
H 1.70761 5.39162 -5.80432
H 0.99157 5.88440 -4.26231
H 2.25269 8.28236 -1.93563
H 2.74900 7.43845 -0.48651
H 1.92150 8.91403 -0.27382
H -0.03380 8.19028 -2.81339
H -0.53671 9.07607 -1.26660
H -1.36545 7.59150 -1.78729
H 0.97246 6.56785 0.95260
H -0.65359 6.20777 0.32850
H -0.21180 7.88606 0.83735
O 4.38679 -1.25746 1.49989
N 4.76423 -2.47909 1.26200
C 5.53053 -3.04913 2.19684
C 5.97765 -4.31173 2.07495
C 5.50476 -5.08165 1.00831
C 4.65262 -4.50424 0.08492
C 4.24631 -3.15243 0.10710
S 3.31177 -2.33715 -1.06582
H 5.73849 -2.43191 3.04641
H 6.57100 -4.70194 2.90222
H 5.77122 -6.11586 0.84041
H 4.28848 -5.08852 -0.72831
C -0.21568 -2.40927 -3.84419
Ge -0.38560 -2.16115 -1.86064
C -2.11669 -1.41630 -1.26747
C -3.17456 -1.06406 -2.12677
C -4.36308 -0.57229 -1.60296
C -4.47960 -0.38663 -0.23815
C -3.50236 -0.81960 0.62827
C -2.33931 -1.37816 0.13715
C -0.41184 -3.93861 -1.11126
C 0.49181 -4.25068 -0.08801
C 0.74451 -5.59615 0.32841
C 0.00754 -6.62663 -0.21783
C -1.02607 -6.34359 -1.14557
C -1.89915 -7.38645 -1.59389
C -2.81495 -7.21557 -2.57875
C -2.98691 -5.92830 -3.11730
C -2.19496 -4.85959 -2.69884
C -1.21010 -5.04074 -1.65994
H -1.08130 -2.50575 -4.48646
H 0.36760 -3.30391 -3.97072
H 0.32239 -1.60038 -4.24444
H -3.07572 -1.05491 -3.22374
H -5.18211 -0.21184 -2.18309
H -5.34353 0.15803 0.15663
H -3.62072 -0.76813 1.66581
H -1.57108 -1.68211 0.80150
H 1.07657 -3.49795 0.37170
H 1.47991 -5.79121 1.11299
H 0.22916 -7.61563 0.05684
H -1.87317 -8.32085 -1.04978
H -3.40884 -8.03647 -2.87550
H -3.71180 -5.78458 -3.91108
H -2.42275 -3.86091 -3.03328
C -0.07943 -1.97336 6.43078
C -0.23526 -3.33315 5.73472
C -1.35655 -3.35535 4.64032
C -1.37236 -4.64768 3.82226
C -2.48519 -4.51445 2.77182
C -2.68183 -3.25767 5.41425
O -3.12605 -4.15818 6.10628
N -3.29908 -2.08629 5.22033
C -2.90795 -1.02493 4.32060
O -3.63887 -0.03232 4.25576
N -1.85626 -1.13050 3.53485
C -1.05281 -2.21402 3.64680
O -0.02036 -2.34134 3.01150
H 0.67190 -2.05120 7.27605
H -0.94900 -1.50635 6.89642
H 0.35040 -1.26866 5.74167
H -0.37301 -4.13985 6.44828
H 0.72110 -3.49905 5.20777
H -1.44516 -5.56481 4.41731
H -0.41083 -4.65654 3.34051
H -3.42610 -4.42601 3.34615
H -2.57360 -5.40684 2.15832
H -2.39804 -3.58792 2.17319
H -4.17992 -1.94205 5.74569
```

Computed properties:
total energy = -10696.114202 Ha
net charge = -2
orbital gap (alpha / beta) = 6.274 / 5.950 eV
molecular weight = 1187.5 g/mol
spin multiplicity = 2
lowest unoccupied orbital energy (alpha / beta) = 3.553 / 3.114 eV

=====

(2)
Molecular formula: C43H60CdFN5O3Si2
Method: DFT, the ωB97M-V functional and the def2-TZVPD basis

XYZ file:
```
115
Properties=species:S:1:pos:R:3
Cd -14.17182 -9.76494 -8.02886
O -15.76088 -7.94189 -7.93670
C -16.06090 -6.75015 -8.63602
C -16.66363 -7.12949 -10.01103
C -16.21008 -8.43849 -10.67955
C -14.76264 -8.31462 -10.97019
C -14.28852 -7.45364 -11.94418
C -12.96242 -7.49591 -12.35867
C -12.08482 -8.41392 -11.79048
C -12.62178 -9.27963 -10.81730
N -13.87038 -9.08565 -10.31233
H -15.58909 -7.86573 -6.90953
H -15.21135 -6.06612 -8.67256
H -16.89106 -6.21847 -8.08689
H -16.45607 -6.34274 -10.75620
H -17.77559 -7.13949 -9.91752
H -16.77641 -8.44235 -11.63065
H -16.45896 -9.35830 -10.08473
H -14.97222 -6.76592 -12.42409
H -12.64669 -6.85550 -13.14376
H -11.03927 -8.48910 -12.07939
H -12.05034 -10.16986 -10.47258
C -13.17754 -6.29610 -5.65548
Si -14.51688 -6.96071 -4.54528
C -13.71131 -7.40140 -2.90456
C -15.62264 -5.47994 -4.22041
N -15.28429 -8.27578 -5.39578
C -16.25184 -9.12008 -4.96961
C -16.80751 -9.03903 -3.62000
C -17.49142 -10.11141 -3.07642
C -17.71521 -11.30687 -3.79582
C -17.41208 -11.33193 -5.17238
C -16.64954 -10.29770 -5.68789
F -16.23365 -10.46912 -7.02089
H -12.72123 -5.44752 -5.03139
H -13.61798 -5.87390 -6.53666
H -12.39501 -7.02559 -5.96470
H -13.90179 -6.54617 -2.20084
H -12.61939 -7.45503 -3.06449
H -14.03510 -8.33556 -2.42738
H -15.83114 -5.33979 -3.14503
H -16.58487 -5.52595 -4.75675
H -15.10531 -4.56997 -4.65314
H -16.56880 -8.16233 -2.97815
H -17.90758 -10.04967 -2.07776
H -18.17199 -12.16579 -3.34647
H -17.70219 -12.18025 -5.78881
C -11.96892 -11.27321 -2.29417
N -11.85796 -11.91248 -3.64510
C -10.41223 -12.39047 -3.83814
C -12.57475 -10.99728 -4.75107
C -11.67342 -10.15837 -5.59109
C -10.41151 -9.64215 -5.13391
C -9.60441 -8.90076 -5.98196
C -10.10232 -8.54428 -7.21814
C -11.37341 -8.96698 -7.62424
C -12.19871 -9.74991 -6.82214
H -11.66380 -12.03846 -1.55925
H -13.00200 -10.95338 -2.11004
H -11.27792 -10.42548 -2.33140
H -12.46304 -12.76391 -3.59065
H -9.73353 -11.53637 -3.69721
H -10.33160 -12.81029 -4.84457
H -10.34083 -13.16477 -3.07348
H -13.29929 -10.38328 -4.16710
H -13.15647 -11.70448 -5.35549
H -10.15396 -9.70033 -4.06034
H -8.57239 -8.71514 -5.68728
H -9.50470 -7.94025 -7.91444
H -11.67200 -8.75655 -8.67778
N -12.36174 -13.50748 -8.28483
C -12.40675 -13.75219 -6.93834
N -11.29636 -14.33540 -6.39717
O -13.42155 -13.51264 -6.25904
H -11.46015 -13.45107 -8.76203
H -13.15633 -12.94476 -8.64522
H -10.56638 -14.77062 -6.95927
H -11.56156 -14.99393 -5.65935
C -15.29194 -14.75333 -12.38816
C -14.38632 -14.14775 -11.29855
C -13.16351 -13.43650 -11.84203
C -13.98711 -15.27183 -10.35080
Si -15.43007 -12.79587 -10.29942
O -14.51392 -11.93374 -9.34966
C -16.59684 -13.89375 -9.27843
C -17.77896 -14.49957 -9.77851
C -18.50634 -15.39777 -9.01250
C -18.10456 -15.73964 -7.70979
C -16.95228 -15.10037 -7.20878
C -16.17427 -14.28702 -8.01929
C -16.59005 -12.02852 -11.53164
C -16.18227 -11.63479 -12.80227
C -17.08926 -11.14130 -13.76582
C -18.43402 -11.08248 -13.45711
C -18.83377 -11.47211 -12.16439
C -17.93217 -11.84961 -11.18672
H -14.78589 -15.56708 -12.94377
H -15.56691 -14.03330 -13.17083
H -16.22035 -15.13953 -11.96931
H -12.33921 -14.12214 -12.19143
H -12.73415 -12.79773 -11.03441
H -13.37330 -12.73551 -12.69716
H -13.35065 -16.00185 -10.89879
H -14.85156 -15.84099 -9.98715
H -13.43665 -14.89913 -9.44169
H -18.08296 -14.26303 -10.79657
H -19.44634 -15.77208 -9.41906
H -18.70322 -16.36314 -7.08132
H -16.59624 -15.33621 -6.17965
H -15.22555 -13.94084 -7.64054
H -15.11565 -11.65546 -13.02480
H -16.73191 -10.84557 -14.76605
H -19.13136 -10.74632 -14.18717
H -19.86144 -11.39855 -11.89500
H -18.26978 -12.01847 -10.15708
```

Computed properties:
total energy = -3020.628406 Ha
net charge = 0
orbital gap = 6.223 eV
molecular weight = 882.6 g/mol
lowest unoccupied orbital energy = -0.128 eV

=====

(3)
Molecular formula: C43H61BrN5O2Si5W
Method: DFT, the ωB97M-V functional and the def2-TZVPD basis

XYZ file:
```
118
Properties=species:S:1:pos:R:3
W -0.23298 0.22234 0.01252
C -1.84460 0.30335 4.26853
Si -0.44505 1.48154 3.65626
C 0.96550 0.73330 4.70701
C -0.65353 3.08514 4.66693
C -0.60432 1.80496 1.75722
Si 0.73752 3.16398 1.21730
C 1.20332 4.42488 2.56061
C 2.28975 2.93928 0.11971
C -0.09542 4.43627 0.05503
Si -2.39768 2.27314 1.68548
C -2.98946 3.63528 0.54260
C -3.44659 2.79410 3.18704
C -3.23521 0.67070 1.12163
C -4.47800 0.25461 1.58756
C -5.11969 -0.83026 1.01068
C -4.54207 -1.39865 -0.10598
C -3.30876 -0.93294 -0.53042
N -2.60201 0.01086 0.11653
H -1.38926 -0.57302 4.72862
H -2.54161 -0.05994 3.51414
H -2.42281 0.79846 5.05111
H 0.50375 0.62491 5.69372
H 1.81195 1.41082 4.79251
H 1.35738 -0.24536 4.42772
H -1.34803 2.90496 5.49072
H -1.01739 3.93414 4.09720
H 0.30359 3.37720 5.09971
H 1.71512 4.01831 3.43091
H 0.33455 4.98908 2.89989
H 1.87629 5.13362 2.07070
H 3.07981 3.46886 0.65748
H 2.14569 3.41658 -0.84970
H 2.63555 1.92686 -0.06743
H -0.86277 5.04929 0.52267
H -0.49597 3.98878 -0.85172
H 0.70992 5.11245 -0.24511
H -2.76246 4.58056 1.03753
H -4.07680 3.56696 0.45605
H -2.55448 3.66842 -0.44421
H -3.08014 3.70985 3.64442
H -3.56755 2.05317 3.97254
H -4.43657 3.02212 2.78149
H -4.93321 0.79425 2.40542
H -6.06304 -1.19332 1.39949
H -5.02167 -2.18970 -0.66578
H -2.88936 -1.31997 -1.44298
C 4.31606 -0.57350 -0.72991
Si 2.61177 -1.13418 -1.32278
C 2.14091 -2.67786 -0.36665
C 2.87358 -1.80688 -3.06491
N 1.43094 0.17961 -1.24155
C 1.48648 1.13081 -2.24307
C 2.64221 1.42367 -2.97702
C 2.63655 2.35184 -3.99892
C 1.45177 3.00754 -4.29988
C 0.30824 2.74106 -3.56490
C 0.29082 1.81841 -2.50624
N -0.80016 1.49362 -1.66199
Si -2.30343 1.94631 -2.53010
C -2.34706 1.03528 -4.18218
C -4.06146 1.59449 -1.93335
C -2.46038 3.81898 -2.88484
H 4.89786 -1.44308 -0.41283
H 4.27329 0.12330 0.10544
H 4.87497 -0.08195 -1.52785
H 3.05362 -3.20996 -0.08441
H 1.55411 -3.33520 -1.00929
H 1.55692 -2.48128 0.52728
H 3.65674 -2.56858 -3.00040
H 3.17426 -1.07334 -3.80885
H 1.96430 -2.29621 -3.41673
H 3.57343 0.95359 -2.70252
H 3.54954 2.57210 -4.53754
H 1.40898 3.74001 -5.09601
H -0.57440 3.28954 -3.83946
H -2.64712 -0.00231 -4.02427
H -1.39818 1.03074 -4.71575
H -3.09947 1.50491 -4.82233
H -4.37555 0.57025 -2.11419
H -4.66077 2.23145 -2.59050
H -4.30720 1.86253 -0.91153
H -1.65958 4.43433 -2.47964
H -3.40197 4.18966 -2.47874
H -2.48580 3.98379 -3.96536
C -0.56487 -2.79586 3.35242
C -1.22132 -3.88454 2.78521
C -1.48697 -3.85317 1.43606
C -1.09123 -2.75190 0.67084
N -0.56015 -1.63859 1.24471
C -0.28148 -1.70764 2.56040
C -1.11212 -2.69894 -0.77172
C -1.51661 -3.77509 -1.57141
C -1.47693 -3.65929 -2.94306
C -1.01144 -2.46533 -3.50458
C -0.61023 -1.41280 -2.70436
C -0.65806 -1.47977 -1.29829
H -0.29571 -2.76716 4.39899
H -1.50960 -4.73789 3.38518
H -1.96950 -4.68730 0.94859
H 0.18096 -0.83957 2.98509
H -1.85491 -4.70263 -1.12555
H -1.78346 -4.48371 -3.57381
H -0.95613 -2.36260 -4.58264
H -0.25635 -0.51068 -3.18490
Br 4.74279 -4.09899 3.00915
C 4.60374 -2.21216 3.06596
C 5.62426 -1.46124 3.62992
N 5.58451 -0.13376 3.70154
C 4.51416 0.48094 3.20205
C 3.45523 -0.19303 2.60462
C 3.49601 -1.57788 2.53934
C 2.27524 0.59196 2.06007
O 2.16094 1.75712 2.44436
O 1.50750 -0.06743 1.28289
H 6.50013 -1.95164 4.03870
H 4.48512 1.56097 3.26618
H 2.68711 -2.13156 2.08592
```

Computed properties:
total energy = -6188.264686 Ha
net charge = -1
orbital gap (alpha / beta) = 5.876 / 5.872 eV
molecular weight = 1084.2 g/mol
lowest unoccupied orbital energy (alpha / beta) = 2.243 / 2.243 eV

=====

(4)
Molecular formula: C43H63AsGeN6O4STi
Method: DFT, the ωB97M-V functional and the def2-TZVPD basis

XYZ file:
```
120
Properties=species:S:1:pos:R:3
Ti 0.29172 -0.01712 0.63282
C 0.74668 -5.31447 4.71133
C 0.42334 -3.92317 4.24143
C -0.75139 -3.30250 4.57947
C -1.12665 -1.99186 4.15808
C -2.18937 -1.47035 4.92566
N -2.95300 -0.40930 4.82655
C -3.14202 0.47658 3.69238
C -4.59577 0.95681 3.61430
C -5.56850 0.08729 2.79053
N -5.02856 -0.51494 1.56485
C -4.09830 -0.05748 0.75054
C -3.62202 1.25853 0.68069
C -4.41490 2.38854 0.98423
C -3.83278 3.60386 1.28509
C -4.69516 4.78874 1.62312
C -2.44558 3.69186 1.30634
C -1.61166 2.63924 0.87217
C -0.21389 2.75682 0.91869
N 0.69397 2.06486 0.07242
C 2.05629 2.60851 0.26033
C 2.63493 2.41909 1.65634
C 3.05677 0.98509 1.92541
N 1.89700 0.09828 1.99571
C 2.07312 -1.04368 2.55616
C 1.02414 -1.91203 3.02299
C 1.34936 -3.16152 3.52592
C -0.28765 -1.34325 3.16427
O -0.59740 -0.30252 2.49552
C -2.21514 1.40105 0.48723
O -1.44967 0.39129 0.16646
H -0.16216 -5.88642 4.88628
H 1.31134 -5.28116 5.64459
H 1.35849 -5.83533 3.97669
H -1.44120 -3.83921 5.22146
H -2.41040 -2.04858 5.81754
H -3.47538 -0.15966 5.65574
H -2.83437 -0.05158 2.79823
H -2.48741 1.34523 3.78731
H -4.58932 1.96300 3.21407
H -5.01018 1.02197 4.62434
H -6.44600 0.69201 2.55413
H -5.91483 -0.74742 3.40075
H -5.31423 -1.47184 1.41907
H -3.59475 -0.81256 0.15647
H -5.49282 2.28813 0.96061
H -5.49638 4.50026 2.30377
H -5.15295 5.18720 0.71682
H -4.10825 5.58089 2.08304
H -1.97235 4.61604 1.61513
H 0.19023 3.63434 1.40759
H 2.02288 3.67651 0.02341
H 2.71969 2.12763 -0.46126
H 1.93141 2.73782 2.42762
H 3.52216 3.04863 1.73649
H 3.59666 0.94182 2.87469
H 3.73867 0.64737 1.14006
H 3.08019 -1.34177 2.86200
H 2.34561 -3.55199 3.35066
C 0.48537 -2.65807 -6.13359
C 0.86092 -1.19691 -5.89904
N 1.85118 -1.01849 -4.84622
C 3.27147 -1.14494 -5.20030
C 3.85354 -2.50377 -4.81309
C 1.49661 -0.82799 -3.56993
S -0.14682 -0.78079 -3.12820
N 2.55217 -0.68879 -2.72494
C 2.61855 -0.49970 -1.43154
O 1.70773 -0.29651 -0.53944
C 4.03004 -0.52636 -0.95571
C 4.37398 -1.29420 0.15326
C 5.70051 -1.39252 0.54343
C 6.68184 -0.70912 -0.15947
C 6.34015 0.06012 -1.26368
C 5.01936 0.14248 -1.67082
H -0.25671 -2.71238 -6.92922
H 0.06018 -3.08715 -5.22527
H 1.34654 -3.25177 -6.43524
H -0.03170 -0.64608 -5.61099
H 1.26026 -0.76286 -6.81578
H 3.82458 -0.36895 -4.67608
H 3.36887 -0.98426 -6.27301
H 3.73545 -2.66834 -3.74368
H 4.91823 -2.52805 -5.04264
H 3.36942 -3.31253 -5.35923
H 3.59736 -1.84406 0.67304
H 5.97096 -2.02052 1.38170
H 7.71638 -0.78649 0.14473
H 7.10641 0.58071 -1.82121
H 4.74049 0.72176 -2.54018
C -1.92145 4.02365 -2.57176
Ge -0.00396 4.05743 -2.12232
C 1.09237 4.13060 -3.75917
C 0.36421 5.64078 -0.99280
C 0.34623 2.21054 -1.36828
H -2.17651 4.89723 -3.17061
H -2.54064 4.03043 -1.67470
H -2.16019 3.13220 -3.15228
H 0.82108 4.99820 -4.35925
H 0.93116 3.23865 -4.36487
H 2.15442 4.20424 -3.52647
H 0.05327 6.50373 -1.58315
H 1.42000 5.76773 -0.75925
H -0.21648 5.64077 -0.07237
H 1.13820 1.75195 -1.96203
H -0.55695 1.64868 -1.58281
C -2.70014 -2.47975 -1.66610
As -1.16626 -2.84710 -0.48232
C -2.04562 -3.77674 0.99170
C -0.13816 -4.20624 -1.39916
O -0.10127 -1.86058 0.35862
H -3.57619 -2.97900 -1.24990
H -2.43913 -2.93415 -2.61929
H -2.88263 -1.42376 -1.83940
H -2.75928 -4.51844 0.63698
H -2.55474 -3.03412 1.60907
H -1.29008 -4.26422 1.60723
H -0.80989 -4.98721 -1.75475
H 0.58323 -4.62923 -0.70114
H 0.38984 -3.76324 -2.24141
```

Computed properties:
total energy = -7865.743812 Ha
net charge = +2
orbital gap (alpha / beta) = 4.494 / 4.478 eV
molecular weight = 955.5 g/mol
lowest unoccupied orbital energy (alpha / beta) = -5.957 / -5.957 eV